[1]
Here is a structure of composition C36H38As2Br4CsN6O2 at a distorted geometry from the OMol25 dataset. Energies are from ωB97M-V with the def2-TZVPD basis set.

CARTESIAN COORDINATES (ANGSTROEM)
Cs  0.99  0.69  1.26
C  -1.12  5.31  4.74
N  -0.75  4.87  3.41
C  -0.99  5.74  2.28
C  -0.26  3.61  3.16
N  -0.18  3.04  2.02
N  0.22  2.96  4.32
C  0.35  1.59  4.52
N  1.29  1.33  5.53
N  -0.34  0.75  3.87
H  -1.84  6.12  4.65
H  -0.27  5.70  5.32
H  -1.59  4.51  5.31
H  -1.09  6.76  2.63
H  -1.91  5.46  1.74
H  -0.16  5.69  1.58
H  -0.57  3.57  1.25
H  0.64  3.55  5.01
H  2.12  1.89  5.47
H  1.52  0.35  5.59
H  -0.11  -0.21  4.10
C  0.15  -1.43  -0.89
C  -0.95  -2.07  -0.02
As  -1.96  -0.83  1.14
C  -3.55  -1.96  1.31
C  -4.84  -1.49  1.07
C  -5.94  -2.32  1.27
C  -5.77  -3.62  1.71
C  -4.49  -4.10  1.95
C  -3.39  -3.27  1.76
C  -2.64  0.39  -0.23
C  -2.99  -0.04  -1.51
C  -3.49  0.86  -2.44
C  -3.63  2.20  -2.10
C  -3.27  2.64  -0.84
C  -2.78  1.73  0.09
As  1.87  -2.33  -0.41
C  1.21  -4.09  -1.03
C  1.04  -5.10  -0.08
C  0.54  -6.35  -0.43
C  0.19  -6.61  -1.75
C  0.36  -5.62  -2.71
C  0.86  -4.38  -2.36
C  2.95  -1.96  -1.99
C  4.02  -2.80  -2.30
C  4.85  -2.51  -3.37
C  4.63  -1.37  -4.14
C  3.57  -0.54  -3.83
C  2.73  -0.83  -2.77
H  0.22  -0.35  -0.74
H  -0.06  -1.57  -1.95
H  -0.52  -2.80  0.68
H  -1.65  -2.65  -0.63
H  -4.99  -0.48  0.71
H  -6.94  -1.93  1.07
H  -6.63  -4.26  1.85
H  -4.35  -5.12  2.29
H  -2.40  -3.67  1.96
H  -2.87  -1.08  -1.79
H  -3.75  0.52  -3.43
H  -4.00  2.90  -2.84
H  -3.36  3.68  -0.58
H  -2.49  2.07  1.08
H  1.32  -4.90  0.95
H  0.42  -7.11  0.33
H  -0.20  -7.58  -2.02
H  0.10  -5.82  -3.74
H  1.00  -3.62  -3.12
H  4.21  -3.68  -1.70
H  5.69  -3.17  -3.59
H  5.30  -1.14  -4.96
H  3.39  0.36  -4.42
H  1.92  -0.15  -2.53
Br  4.72  5.42  -2.11
C  4.21  3.71  -1.47
C  5.16  2.78  -1.11
Br  7.01  3.16  -1.29
C  4.75  1.54  -0.61
Br  5.99  0.22  -0.08
C  3.40  1.18  -0.44
O  3.03  0.08  0.11
C  2.39  2.13  -0.91
O  1.13  1.83  -0.88
C  2.85  3.38  -1.36
Br  1.49  4.62  -1.83
N  -0.15  1.22  -3.54
H  0.28  1.89  -4.17
H  0.29  1.39  -2.63
H  -1.11  1.53  -3.43

Properties
**Net charge**: -1
**E**: -16661.412121 Ha
**E_LUMO**: 1.52 eV
**Relative energy (zero: lowest compared OMol25 entry of this formula, charge and spin)**: 31.2 kcal per mole
**Orbital gap**: 4.8942 eV
**HOMO energy**: -3.38 eV

[2]
Here is a structure of composition C36H38B2Cl4F4N7O9SSeSr from the OMol25 dataset. Energies are from ωB97M-V with the def2-TZVPD basis set.

CARTESIAN COORDINATES (ANGSTROEM)
Sr  -0.29  0.85  -0.58
C  2.76  -2.78  -1.27
C  1.66  -2.00  -0.63
N  0.79  -1.31  -1.26
O  0.93  -1.25  -2.64
B  -0.28  -1.58  -3.48
F  -0.49  -2.96  -3.44
F  0.07  -1.15  -4.77
O  -1.55  -0.87  -3.14
N  -1.79  -0.96  -1.81
C  -2.99  -0.82  -1.40
C  -4.18  -0.64  -2.27
C  -3.11  -0.87  0.10
N  -2.07  -0.48  0.73
O  -2.14  -0.49  2.11
B  -1.39  -1.60  2.78
F  -1.59  -1.40  4.15
F  -1.87  -2.84  2.36
O  0.09  -1.53  2.57
N  0.34  -1.60  1.23
C  1.50  -1.97  0.85
C  2.62  -2.40  1.75
C  -4.37  -1.36  0.72
H  2.54  -2.95  -2.32
H  2.90  -3.74  -0.77
H  3.69  -2.22  -1.19
H  -3.93  -0.01  -3.12
H  -5.01  -0.20  -1.72
H  -4.51  -1.60  -2.68
H  2.31  -2.32  2.79
H  3.50  -1.78  1.58
H  2.90  -3.44  1.54
H  -4.84  -2.12  0.10
H  -5.06  -0.51  0.82
H  -4.16  -1.76  1.71
Cl  -0.49  0.11  6.80
C  -0.20  0.72  5.24
C  -1.19  1.67  4.68
Cl  -2.57  2.02  5.62
C  -1.03  2.28  3.49
Cl  -2.12  3.41  2.84
C  0.09  1.88  2.64
O  0.29  2.32  1.53
C  1.14  0.88  3.21
O  2.13  0.68  2.56
C  0.90  0.36  4.56
Cl  2.08  -0.69  5.20
C  4.74  4.79  -0.60
C  4.40  4.92  -2.08
C  2.96  5.37  -2.32
C  1.91  4.30  -2.02
N  2.00  3.20  -2.97
C  2.51  1.96  -2.73
Se  3.06  1.33  -1.08
N  2.48  1.28  -3.90
C  3.07  -0.03  -4.17
C  4.35  0.10  -4.98
C  5.48  0.83  -4.25
C  6.05  0.03  -3.09
C  1.87  2.06  -4.87
C  1.50  1.78  -6.18
C  0.85  2.78  -6.88
C  0.56  4.01  -6.28
C  0.90  4.28  -4.97
C  1.56  3.28  -4.28
H  5.79  4.51  -0.46
H  4.14  4.02  -0.12
H  4.58  5.74  -0.08
H  4.58  3.96  -2.59
H  5.08  5.64  -2.55
H  2.84  5.69  -3.36
H  2.74  6.24  -1.70
H  0.91  4.71  -2.08
H  2.04  3.88  -1.02
H  2.31  -0.62  -4.68
H  3.23  -0.50  -3.20
H  4.14  0.60  -5.93
H  4.68  -0.91  -5.23
H  5.11  1.80  -3.89
H  6.27  1.06  -4.96
H  5.31  -0.14  -2.31
H  6.89  0.56  -2.62
H  6.42  -0.94  -3.43
H  1.68  0.81  -6.62
H  0.54  2.60  -7.90
H  0.03  4.77  -6.86
H  0.65  5.22  -4.50
O  -4.59  1.86  0.16
C  -3.86  2.42  -0.64
N  -2.50  2.56  -0.54
S  -1.90  3.40  -1.75
O  -1.39  4.70  -1.41
O  -0.94  2.53  -2.43
C  -3.38  3.54  -2.71
C  -3.59  4.08  -3.96
C  -4.89  4.04  -4.45
C  -5.92  3.49  -3.68
C  -5.68  2.96  -2.42
C  -4.38  2.99  -1.94
H  -2.78  4.49  -4.54
H  -5.11  4.44  -5.43
H  -6.93  3.47  -4.09
H  -6.47  2.52  -1.82

Properties
**Net charge**: -1
**E**: -7575.846069 Ha
**E_LUMO**: 0.13 eV
**Relative energy (zero: lowest compared OMol25 entry of this formula, charge and spin)**: 0.0 kcal per mole
**Orbital gap**: 5.8347 eV
**HOMO energy**: -5.71 eV

[3]
Here is a structure of composition C36H38BrEuN11OPS3 at a distorted geometry from the OMol25 dataset. Energies are from ωB97M-V with the def2-TZVPD basis set.

CARTESIAN COORDINATES (ANGSTROEM)
Eu  -0.26  0.74  -0.26
Br  2.72  7.51  1.89
C  1.74  6.09  1.10
C  0.32  6.13  1.13
C  -0.41  5.12  0.57
C  0.22  3.99  -0.03
O  -0.45  3.02  -0.48
C  1.65  4.00  -0.09
C  2.33  3.06  -0.92
N  1.79  2.04  -1.49
C  2.41  1.54  -2.65
C  3.11  2.33  -3.52
C  3.68  1.81  -4.72
C  3.53  0.50  -5.04
C  2.80  -0.35  -4.17
C  2.67  -1.73  -4.40
C  2.03  -2.50  -3.48
C  1.46  -1.87  -2.35
N  1.49  -0.59  -2.13
C  2.21  0.17  -2.99
C  2.39  5.07  0.48
H  -0.18  6.96  1.61
H  -1.50  5.12  0.60
H  3.38  3.28  -1.14
H  3.20  3.39  -3.32
H  4.22  2.48  -5.38
H  3.96  0.09  -5.95
H  3.10  -2.17  -5.30
H  1.94  -3.57  -3.60
H  0.97  -2.48  -1.59
H  3.47  5.07  0.42
C  2.72  -3.95  2.48
N  2.66  -2.74  1.65
C  3.59  -2.37  0.71
C  3.13  -1.19  0.19
N  1.95  -0.83  0.79
C  1.70  -1.77  1.68
P  0.52  -1.62  3.07
C  0.62  0.18  3.26
N  0.48  1.07  2.30
C  0.67  2.30  2.87
C  0.92  2.15  4.20
N  0.89  0.80  4.44
C  1.11  0.17  5.74
C  -1.08  -1.73  2.25
N  -1.44  -1.05  1.19
C  -2.78  -1.31  0.99
C  -3.22  -2.17  1.95
N  -2.13  -2.44  2.76
C  -2.14  -3.27  3.96
H  3.61  -4.50  2.22
H  1.85  -4.58  2.30
H  2.76  -3.70  3.54
H  4.46  -2.97  0.48
H  3.59  -0.58  -0.58
H  0.58  3.22  2.31
H  1.12  2.87  4.99
H  1.30  0.94  6.47
H  1.95  -0.51  5.71
H  0.22  -0.39  6.06
H  -3.32  -0.85  0.18
H  -4.19  -2.60  2.14
H  -3.10  -3.78  4.01
H  -2.02  -2.68  4.86
H  -1.35  -4.02  3.92
C  -4.69  3.07  -1.67
C  -3.66  2.33  -0.83
S  -2.73  1.11  -1.68
C  -3.54  2.59  0.50
C  -4.46  3.59  1.19
S  -2.36  1.85  1.54
H  -4.53  2.87  -2.73
H  -4.63  4.16  -1.52
H  -5.71  2.77  -1.42
H  -5.29  3.91  0.56
H  -3.90  4.48  1.49
H  -4.86  3.15  2.10
C  -1.27  -6.25  -2.02
C  -2.21  -5.20  -1.40
C  -1.94  -3.80  -1.87
N  -1.37  -2.90  -1.16
N  -1.21  -1.67  -1.80
C  -1.63  -1.72  -3.03
N  -1.45  -0.73  -3.96
S  -2.33  -3.25  -3.47
H  -1.49  -7.25  -1.65
H  -0.23  -6.01  -1.79
H  -1.37  -6.27  -3.11
H  -2.09  -5.18  -0.32
H  -3.25  -5.46  -1.62
H  -1.35  0.19  -3.55
H  -2.11  -0.72  -4.72

Properties
**E**: -6892.546558 Ha
**E_LUMO (spin up / spin down)**: -0.14 / -0.13 eV
**<S²>**: 12.044
**Orbital gap (spin up / spin down)**: 4.6034 / 4.6354 eV
**HOMO energy (spin up / spin down)**: -4.75 / -4.77 eV
**2S+1**: 7

[4]
Here is a structure of composition C36H38CoN6O5P3Se2 at a distorted geometry from the OMol25 dataset. Energies are from ωB97M-V with the def2-TZVPD basis set.

CARTESIAN COORDINATES (ANGSTROEM)
Co  1.05  0.47  2.59
O  1.97  4.34  3.19
C  1.89  3.08  2.88
O  0.84  2.46  2.80
C  3.19  2.42  2.55
O  3.04  1.02  2.66
C  3.65  0.47  3.84
C  2.60  0.08  4.87
O  2.94  -0.36  5.93
O  1.37  0.14  4.41
H  1.10  4.73  3.35
H  3.42  2.66  1.51
H  3.99  2.81  3.17
H  4.17  -0.44  3.55
H  4.38  1.14  4.29
Se  -1.72  -0.82  -3.39
P  -0.24  0.67  -3.13
C  -0.88  2.35  -3.36
C  -0.32  3.43  -2.68
C  -0.79  4.71  -2.93
C  -1.81  4.92  -3.84
C  -2.37  3.84  -4.52
C  -1.91  2.55  -4.28
C  1.17  0.50  -4.24
C  1.21  -0.56  -5.14
C  2.27  -0.67  -6.03
C  3.28  0.28  -6.03
C  3.24  1.35  -5.13
C  2.18  1.46  -4.24
C  0.45  0.64  -1.45
C  -0.11  0.61  -0.18
N  0.94  0.55  0.68
N  2.07  0.52  0.00
N  1.79  0.57  -1.28
P  -1.73  0.59  0.52
Se  -1.44  0.46  2.69
C  -2.69  2.01  0.04
C  -2.85  3.09  0.92
C  -3.61  4.17  0.53
C  -4.21  4.19  -0.72
C  -4.05  3.12  -1.59
C  -3.29  2.02  -1.22
C  -2.60  -0.89  0.00
C  -3.99  -0.91  -0.03
C  -4.65  -2.09  -0.35
C  -3.93  -3.23  -0.63
C  -2.54  -3.21  -0.60
C  -1.87  -2.04  -0.28
H  0.47  3.27  -1.96
H  -0.35  5.56  -2.41
H  -2.17  5.92  -4.04
H  -3.16  4.00  -5.24
H  -2.34  1.70  -4.80
H  0.41  -1.29  -5.14
H  2.29  -1.49  -6.73
H  4.10  0.20  -6.73
H  4.03  2.09  -5.13
H  2.15  2.29  -3.55
H  -2.39  3.06  1.90
H  -3.75  5.00  1.22
H  -4.81  5.04  -1.02
H  -4.53  3.13  -2.56
H  -3.17  1.18  -1.90
H  -4.55  -0.01  0.19
H  -5.73  -2.11  -0.38
H  -4.45  -4.15  -0.89
H  -1.98  -4.10  -0.88
H  -0.79  -2.00  -0.30
C  0.69  -4.66  3.95
N  -0.20  -4.20  2.77
C  0.45  -4.70  1.46
N  1.80  -4.25  1.36
C  2.59  -4.69  2.52
N  2.02  -4.19  3.77
C  2.16  -2.74  3.92
P  1.27  -1.85  2.56
C  -0.36  -2.71  2.78
C  1.92  -2.81  1.12
H  0.66  -5.75  3.94
H  0.25  -4.28  4.86
H  -1.12  -4.64  2.86
H  -0.15  -4.31  0.64
H  0.40  -5.78  1.49
H  3.61  -4.34  2.42
H  2.60  -5.78  2.54
H  3.22  -2.48  3.90
H  1.78  -2.41  4.89
H  -1.06  -2.42  2.00
H  -0.78  -2.40  3.73
H  2.96  -2.55  0.96
H  1.39  -2.54  0.20

Properties
**Net charge**: +2
**E**: -9308.619216 Ha
**E_LUMO (spin up / spin down)**: -6.83 / -6.84 eV
**Orbital gap (spin up / spin down)**: 5.4154 / 5.4051 eV
**HOMO energy (spin up / spin down)**: -12.24 / -12.24 eV

[5]
Here is a structure of composition C36H38CrN7O from the OMol25 dataset. Energies are from ωB97M-V with the def2-TZVPD basis set.

CARTESIAN COORDINATES (ANGSTROEM)
Cr  -0.69  1.62  -0.60
C  -2.72  1.45  2.38
C  -1.44  1.47  3.20
C  -0.28  2.08  2.42
N  0.12  1.33  1.24
C  1.01  0.34  1.37
C  1.45  -0.14  2.61
C  2.36  -1.14  2.97
C  3.17  -1.94  2.20
C  3.28  -1.87  0.80
C  2.61  -1.09  -0.10
C  1.56  -0.12  0.06
N  1.02  0.47  -0.97
C  1.60  0.36  -2.29
C  1.19  1.53  -3.19
C  1.26  2.88  -2.50
N  0.08  3.08  -1.67
C  -0.43  4.29  -1.53
C  0.28  5.47  -1.84
C  -0.13  6.79  -1.96
C  -1.40  7.33  -1.92
C  -2.55  6.60  -1.66
C  -2.72  5.30  -1.24
C  -1.77  4.29  -0.90
N  -2.04  3.22  -0.18
C  -3.32  3.16  0.52
C  -3.22  2.85  2.02
H  -3.49  0.90  2.93
H  -2.54  0.89  1.46
H  -1.19  0.46  3.55
H  -1.61  2.07  4.10
H  0.59  2.23  3.07
H  -0.58  3.07  2.07
H  0.99  0.34  3.46
H  2.44  -1.29  4.04
H  3.82  -2.64  2.71
H  4.00  -2.55  0.35
H  2.88  -1.27  -1.13
H  1.31  -0.58  -2.78
H  2.70  0.34  -2.21
H  0.18  1.38  -3.56
H  1.86  1.53  -4.05
H  1.33  3.66  -3.26
H  2.18  2.95  -1.89
H  1.34  5.32  -1.99
H  0.68  7.49  -2.18
H  -1.51  8.39  -2.13
H  -3.49  7.14  -1.79
H  -3.75  5.01  -1.13
H  -3.95  2.40  0.06
H  -3.87  4.10  0.45
H  -4.23  2.99  2.42
H  -2.60  3.61  2.50
N  1.32  -5.01  1.15
C  2.12  -6.12  0.97
C  2.94  -6.84  1.83
C  3.62  -7.92  1.29
C  3.47  -8.27  -0.06
C  2.65  -7.56  -0.91
C  1.97  -6.46  -0.39
N  1.12  -5.56  -1.01
C  0.77  -4.72  -0.07
C  -0.07  -3.55  -0.29
C  -0.66  -2.86  0.77
C  -1.33  -1.69  0.50
N  -1.43  -1.22  -0.75
C  -0.93  -1.89  -1.78
C  -0.24  -3.07  -1.59
H  1.30  -4.43  1.97
H  3.05  -6.57  2.87
H  4.27  -8.50  1.92
H  4.02  -9.12  -0.44
H  2.54  -7.82  -1.96
H  -0.58  -3.19  1.79
H  -1.76  -1.06  1.27
H  -1.06  -1.40  -2.74
H  0.19  -3.60  -2.42
C  -3.55  0.00  -0.81
C  -2.06  0.23  -0.96
O  -1.64  0.76  -2.08
H  -4.06  0.87  -1.22
H  -3.87  -0.13  0.23
H  -3.89  -0.87  -1.38

Properties
**E**: -2897.587045 Ha
**E_LUMO (spin up / spin down)**: -0.76 / -0.74 eV
**<S²>**: 0.764
**Relative energy (zero: lowest compared OMol25 entry of this formula, charge and spin)**: 0.0 kcal per mole
**Orbital gap (spin up / spin down)**: 5.6870 / 5.8761 eV
**HOMO energy (spin up / spin down)**: -6.44 / -6.62 eV
**2S+1**: 2

Question: E of number 4 (C36H38CoN6O5P3Se2)?
Answer: -9308.619216 Ha

Question: Look up the E of the first one.
Answer: -16661.412121 Ha

Question: Number 4 is which compound?
Answer: C36H38CoN6O5P3Se2

Please write out number 5 again, unchanged.
Here is a structure of composition C36H38CrN7O from the OMol25 dataset. Energies are from ωB97M-V with the def2-TZVPD basis set.

CARTESIAN COORDINATES (ANGSTROEM)
Cr  -0.69  1.62  -0.60
C  -2.72  1.45  2.38
C  -1.44  1.47  3.20
C  -0.28  2.08  2.42
N  0.12  1.33  1.24
C  1.01  0.34  1.37
C  1.45  -0.14  2.61
C  2.36  -1.14  2.97
C  3.17  -1.94  2.20
C  3.28  -1.87  0.80
C  2.61  -1.09  -0.10
C  1.56  -0.12  0.06
N  1.02  0.47  -0.97
C  1.60  0.36  -2.29
C  1.19  1.53  -3.19
C  1.26  2.88  -2.50
N  0.08  3.08  -1.67
C  -0.43  4.29  -1.53
C  0.28  5.47  -1.84
C  -0.13  6.79  -1.96
C  -1.40  7.33  -1.92
C  -2.55  6.60  -1.66
C  -2.72  5.30  -1.24
C  -1.77  4.29  -0.90
N  -2.04  3.22  -0.18
C  -3.32  3.16  0.52
C  -3.22  2.85  2.02
H  -3.49  0.90  2.93
H  -2.54  0.89  1.46
H  -1.19  0.46  3.55
H  -1.61  2.07  4.10
H  0.59  2.23  3.07
H  -0.58  3.07  2.07
H  0.99  0.34  3.46
H  2.44  -1.29  4.04
H  3.82  -2.64  2.71
H  4.00  -2.55  0.35
H  2.88  -1.27  -1.13
H  1.31  -0.58  -2.78
H  2.70  0.34  -2.21
H  0.18  1.38  -3.56
H  1.86  1.53  -4.05
H  1.33  3.66  -3.26
H  2.18  2.95  -1.89
H  1.34  5.32  -1.99
H  0.68  7.49  -2.18
H  -1.51  8.39  -2.13
H  -3.49  7.14  -1.79
H  -3.75  5.01  -1.13
H  -3.95  2.40  0.06
H  -3.87  4.10  0.45
H  -4.23  2.99  2.42
H  -2.60  3.61  2.50
N  1.32  -5.01  1.15
C  2.12  -6.12  0.97
C  2.94  -6.84  1.83
C  3.62  -7.92  1.29
C  3.47  -8.27  -0.06
C  2.65  -7.56  -0.91
C  1.97  -6.46  -0.39
N  1.12  -5.56  -1.01
C  0.77  -4.72  -0.07
C  -0.07  -3.55  -0.29
C  -0.66  -2.86  0.77
C  -1.33  -1.69  0.50
N  -1.43  -1.22  -0.75
C  -0.93  -1.89  -1.78
C  -0.24  -3.07  -1.59
H  1.30  -4.43  1.97
H  3.05  -6.57  2.87
H  4.27  -8.50  1.92
H  4.02  -9.12  -0.44
H  2.54  -7.82  -1.96
H  -0.58  -3.19  1.79
H  -1.76  -1.06  1.27
H  -1.06  -1.40  -2.74
H  0.19  -3.60  -2.42
C  -3.55  0.00  -0.81
C  -2.06  0.23  -0.96
O  -1.64  0.76  -2.08
H  -4.06  0.87  -1.22
H  -3.87  -0.13  0.23
H  -3.89  -0.87  -1.38

Properties
**E**: -2897.587045 Ha
**E_LUMO (spin up / spin down)**: -0.76 / -0.74 eV
**<S²>**: 0.764
**Relative energy (zero: lowest compared OMol25 entry of this formula, charge and spin)**: 0.0 kcal per mole
**Orbital gap (spin up / spin down)**: 5.6870 / 5.8761 eV
**HOMO energy (spin up / spin down)**: -6.44 / -6.62 eV
**2S+1**: 2